(1)
15
Properties=species:S:1:pos:R:3:forces:R:3 method="wB97M-V/def2-TZVPD" lumo_energy_ev=1.0 homo_energy_ha=-0.333 gap_ev=10.05
C -0.208121 -1.414795 0.982515 1.814 -0.707 -1.651
C -0.835929 0.638263 1.829586 3.569 4.203 -0.564
C 1.205748 0.928585 -1.303459 -2.485 1.651 -1.865
N -0.496943 -1.695414 -2.790023 -0.278 -2.321 -1.101
N -0.122901 -0.813732 -2.216970 -0.075 -0.837 -1.107
N 0.069578 -0.205931 1.099401 -0.575 1.081 0.549
N 0.016832 0.179544 -1.627986 -1.531 3.288 1.973
H 0.515716 -1.943129 0.292184 -1.028 -0.163 1.037
H -1.062966 -1.904121 1.396617 -0.630 -0.452 0.311
H -0.232017 1.368039 2.501777 -0.707 -1.324 -0.940
H -1.414001 1.362376 1.248546 0.370 -0.303 -0.826
H -1.516237 0.221572 2.412900 -2.968 -2.642 2.737
H 1.384448 0.621283 -0.327634 1.315 0.088 1.714
H 1.827902 0.623556 -2.087250 2.164 0.241 -0.647
H 0.868889 2.033905 -1.410204 1.044 -1.804 0.380

=====

(2)
16
Properties=species:S:1:pos:R:3:forces:R:3 method="wB97M-V/def2-TZVPD" lumo_energy_ev=0.8 homo_energy_ha=-0.323 gap_ev=9.63
H 2.103975 1.770812 -0.230779 -2.654 -1.145 0.907
N 1.169109 1.475809 0.279075 1.926 -0.966 -0.026
C 0.995694 0.176782 0.325710 2.680 2.384 -1.986
C 1.728962 -0.796412 -0.556721 1.532 -2.160 -0.849
N 0.187072 -0.384064 1.255977 -3.752 0.531 1.625
O -0.810322 -1.339454 0.799932 0.660 -0.826 -0.845
C -1.768620 -0.993471 -0.186608 0.317 2.839 1.180
N -2.257091 0.175084 -0.391916 0.432 -1.463 -0.554
N -1.722369 1.346848 0.224842 0.184 -1.751 -0.022
H 0.927779 -1.488736 -0.996684 1.497 0.621 0.584
H 2.417303 -0.438973 -1.409083 -1.716 0.335 1.226
H 2.539592 -1.404053 0.026482 -1.976 0.690 -0.544
H -0.422000 0.259931 1.844678 1.663 -0.470 -1.144
H -2.125939 -1.876075 -0.718477 0.002 0.273 0.374
H -2.218232 2.100861 -0.192025 -0.444 0.569 -0.320
H -0.744919 1.415107 -0.074404 -0.352 0.540 0.395

=====

(3)
16
Properties=species:S:1:pos:R:3:forces:R:3 method="wB97M-V/def2-TZVPD" lumo_energy_ev=0.9 homo_energy_ha=-0.302 gap_ev=9.11
H -2.162740 1.567806 -0.792212 -0.378 -0.469 0.112
N -1.363592 1.371430 -0.208967 1.407 -0.987 0.708
C -1.187218 0.126142 0.083372 -1.500 1.919 -0.742
C -2.204456 -0.898751 -0.221453 -0.287 -3.242 0.972
N -0.055066 -0.355190 0.751462 -0.235 -0.153 -0.189
C 1.194446 0.035605 0.263070 0.391 -1.043 1.019
N 1.313895 1.368024 0.211027 -0.179 0.888 0.512
N 2.087452 -0.887739 0.021455 -1.695 1.700 0.199
O 3.261960 -0.154231 -0.295320 0.798 -0.932 -0.609
H -2.440557 -1.481191 0.752244 0.307 0.825 -1.410
H -1.801544 -1.685864 -0.919089 -0.186 0.714 0.617
H -3.162287 -0.598155 -0.629277 0.116 0.623 0.047
H -0.080116 -1.321142 1.053503 -0.080 0.104 -0.339
H 2.163928 1.783791 -0.041373 1.330 0.057 -0.506
H 0.798036 1.933082 0.877074 -0.292 -0.513 -0.528
H 3.637864 -0.803622 -0.905513 0.483 0.509 0.139

=====

(4)
17
Properties=species:S:1:pos:R:3:forces:R:3 method="wB97M-V/def2-TZVPD" lumo_energy_ev=0.7 homo_energy_ha=-0.327 gap_ev=9.60
C 0.487930 -0.497967 -2.514641 -0.032 0.062 0.113
N -0.408307 -0.132125 -1.447395 -0.168 0.811 -0.147
C -0.006729 0.595703 -0.480817 -0.295 -1.317 -0.955
N 1.289289 0.888300 -0.145837 -0.392 0.105 0.077
N -1.005896 1.035154 0.393762 0.055 0.237 0.931
N -0.720761 0.728050 1.728148 0.185 -1.132 -0.353
C -0.481426 -0.596189 2.162613 -1.670 1.312 1.375
O -0.047519 -0.817827 3.266077 0.493 -0.114 -0.289
O -1.053332 -1.531937 1.381594 0.316 0.502 -0.597
H -0.123762 -0.888693 -3.326233 0.210 -0.123 -0.063
H 1.052042 0.352878 -2.915260 0.074 0.048 -0.012
H 1.202755 -1.264315 -2.198376 0.039 -0.075 -0.057
H 1.973935 0.839407 -0.880805 0.065 0.069 0.233
H 1.436848 1.469306 0.662626 0.240 0.103 -0.277
H -1.920870 0.699240 0.101815 0.355 -0.131 -0.060
H -0.653571 1.504646 2.373812 0.239 -0.552 -0.029
H -1.020624 -2.383631 1.838917 0.285 0.196 0.111

=====

(5)
16
Properties=species:S:1:pos:R:3:forces:R:3 method="wB97M-V/def2-TZVPD" lumo_energy_ev=-8.1 total_charge=+2 homo_energy_ha=-0.676 gap_ev=10.32
C 1.414116 1.372077 0.497298 -0.296 -1.613 -1.520
C 2.532614 -1.425925 -1.155539 0.685 -0.311 -1.670
C -2.012497 -0.502053 0.067916 0.946 -0.519 -2.422
N 1.469311 0.375642 -0.146975 -0.172 1.963 2.315
N 1.841529 -0.386367 -1.150754 -0.364 1.436 -0.571
N 1.124342 2.487050 1.065518 -0.812 1.821 2.084
N -2.356637 -1.079179 1.145166 0.270 0.100 0.689
S -3.156360 -0.104691 -1.086311 -0.294 0.686 -1.392
H 2.784239 -1.654665 -2.186818 -0.116 -0.604 0.031
H 2.968707 -2.041293 -0.416427 0.174 -0.228 1.393
H -0.999293 -0.520829 -0.294614 0.584 0.623 0.661
H 1.016824 2.607394 2.138501 0.666 -0.611 -2.331
H 0.850403 3.377934 0.556107 0.570 -1.688 0.319
H -1.862985 -1.350826 1.953700 1.575 -0.165 0.613
H -3.268458 -1.378391 1.204976 -2.939 -0.484 0.417
H -2.345855 0.224129 -2.191738 -0.476 -0.405 1.386

=====

(6)
16
Properties=species:S:1:pos:R:3:forces:R:3 method="wB97M-V/def2-TZVPD" lumo_energy_ev="-6.8 / -6.9" total_charge=+1 homo_energy_ha="-0.479 / -0.475" gap_ev="6.22 / 5.98"
H 1.927185 -2.238517 0.614032 -0.815 -1.583 2.040
N 2.018898 -1.511003 0.001790 1.149 0.565 -2.472
C 1.747155 -0.313877 -0.006772 -1.078 -0.673 2.976
N 2.118624 0.505922 -0.953890 3.423 1.619 -4.309
C 0.782425 0.284450 1.196987 3.128 2.883 0.723
N -0.016357 1.163068 0.466498 0.036 -0.850 -0.143
C -1.072785 0.808814 -0.186512 -1.559 0.360 -0.502
N -1.782579 -0.322660 0.098433 -0.798 -0.723 0.163
N -2.854997 -0.709529 -0.533515 4.140 0.700 3.472
H 2.323110 1.516119 -0.949205 -0.972 -0.823 0.938
H 2.869730 0.072073 -1.607563 -1.941 0.627 1.534
H 0.433815 -0.552830 1.760739 -0.740 -0.481 -0.005
H 1.538436 0.963175 1.871439 -1.859 -1.748 -1.516
H -1.495148 1.542671 -0.880458 0.078 -0.221 -0.056
H -3.244144 -1.473894 0.028949 -0.759 0.149 -1.419
H -3.032378 -0.253720 -1.387487 -1.435 0.198 -1.425

=====

(7)
13
Properties=species:S:1:pos:R:3:forces:R:3 method="wB97M-V/def2-TZVPD" lumo_energy_ev=4.8 total_charge=-1 homo_energy_ha=-0.082 gap_ev=7.00
C -0.731336 -0.027346 -0.174441 0.717 2.994 -2.105
N -2.068691 -0.285302 0.389254 -0.754 -0.995 -0.373
C 0.026033 1.173017 0.520174 -0.678 -1.874 -0.188
C 0.782179 -0.082044 0.589055 3.753 0.401 1.785
O 2.037116 -0.027096 0.181052 -1.506 -0.780 -0.774
H -1.061552 -1.155774 -0.095962 -0.154 -0.116 1.268
H 1.525989 -1.294643 -1.739155 0.058 -0.040 0.168
H -0.691173 0.211951 -1.243534 -0.514 -0.247 0.082
H -1.978391 -0.118898 1.393091 0.223 -0.387 -0.048
H 0.546453 1.793452 -0.197048 -0.211 0.562 0.354
H -0.594633 1.522631 1.337576 0.089 0.355 -0.092
H 1.518550 -0.891131 -2.356233 -0.047 -0.038 -0.402
H 0.689460 -0.818822 1.396168 -0.975 0.165 0.325

=====

(8)
13
Properties=species:S:1:pos:R:3:forces:R:3 method="wB97M-V/def2-TZVPD" lumo_energy_ev=4.3 total_charge=-1 homo_energy_ha=-0.092 gap_ev=6.83
C 2.125776 -1.762921 -0.754250 -2.271 -3.655 2.225
O 0.612858 -1.876268 -0.788052 2.369 3.553 1.420
H 2.567232 -0.886471 -0.333666 -0.225 1.386 -0.322
H 2.640347 -2.080582 -1.708869 -0.721 0.258 1.023
H 2.350120 -2.504335 0.179468 0.291 0.973 -2.381
C -1.969783 2.204648 0.386138 0.712 0.106 1.330
C -0.815747 1.559760 0.833693 1.488 0.437 -1.981
N -0.372704 0.324124 0.504721 -3.056 -0.634 -0.440
H -2.628087 1.787962 -0.374576 -0.052 -0.174 0.417
H -2.265031 3.096247 0.954017 0.017 -0.131 -0.622
H 0.028854 2.167566 1.166732 -0.426 0.422 1.028
H -1.324333 0.008510 0.168383 1.367 -0.878 -0.018
H 0.295488 -0.856550 -0.073606 0.507 -1.664 -1.679

=====

(9)
13
Properties=species:S:1:pos:R:3:forces:R:3 method="wB97M-V/def2-TZVPD" lumo_energy_ev=4.4 total_charge=-1 homo_energy_ha=-0.085 gap_ev=6.76
C 1.113789 -0.805875 -2.092616 -1.056 0.229 -1.010
O 0.439023 -1.349692 -1.011826 0.715 0.429 0.437
H 2.185362 -1.016651 -2.222691 0.134 -0.311 0.410
H 0.610694 -1.157614 -3.017331 0.339 0.014 0.025
H 1.013975 0.291914 -2.141142 0.066 0.027 0.202
C -1.878035 0.468757 1.622893 0.248 -0.606 -0.082
C -0.549328 0.794939 1.669749 -0.262 -0.116 -0.233
N 0.394610 0.494531 0.749497 0.016 1.005 0.424
H -2.212714 -0.117972 0.770483 -0.047 0.008 0.014
H -2.507744 0.420320 2.504380 0.088 0.397 0.066
H -0.203972 1.387495 2.529052 -0.123 -0.035 0.090
H 1.152894 1.157904 0.897582 0.219 -0.459 -0.156
H 0.441445 -0.568056 -0.258030 -0.337 -0.583 -0.187

=====

(10)
13
Properties=species:S:1:pos:R:3:forces:R:3 method="wB97M-V/def2-TZVPD" spin_multiplicity=2 lumo_energy_ev="0.8 / -1.8" homo_energy_ha="-0.351 / -0.352" s2=0.75 gap_ev="10.41 / 7.77"
C -1.003964 -0.568669 2.069515 -0.463 -1.141 0.285
O 0.347922 -0.839778 1.803621 -1.535 0.080 0.583
H -1.668267 -1.133664 1.329546 0.955 0.362 0.748
H -1.373753 -0.925037 3.108013 0.935 0.219 -1.460
H -1.263302 0.474698 1.968977 0.093 0.503 -0.038
C 0.725764 1.411997 -1.362294 -1.217 0.434 0.164
C 0.462731 -0.898375 -1.382109 1.747 0.728 0.677
N 0.553877 0.169452 -2.118596 -0.691 -2.725 1.201
H -0.089905 1.404884 -0.599883 0.752 0.333 -0.245
H 0.512990 2.294027 -2.022608 0.573 -0.843 0.547
H 1.695763 1.483558 -0.850868 -0.206 0.049 -0.303
H 0.315145 -1.980021 -1.677014 -0.062 1.585 -0.700
H 0.784997 -0.893072 -0.266299 -0.882 0.417 -1.459

=====

(11)
13
Properties=species:S:1:pos:R:3:forces:R:3 method="wB97M-V/def2-TZVPD" lumo_energy_ev=-5.2 total_charge=+1 homo_energy_ha=-0.496 gap_ev=8.24
C -1.768640 -0.755606 -1.612202 -0.338 0.132 0.098
N -1.179520 -0.749848 -0.491032 0.623 -0.208 -0.117
H -1.868715 -1.670672 -2.180224 -0.013 -0.091 0.027
H -2.209548 0.163164 -1.984309 0.131 0.006 -0.033
H -0.939238 0.115750 0.039389 -0.221 0.058 0.157
H -0.726533 -1.592284 -0.132390 -0.209 0.069 -0.082
C 1.861121 0.031839 0.330316 0.145 0.410 -0.076
C 1.239940 0.807605 1.197339 0.011 0.236 0.080
O -0.068997 1.234384 1.019692 0.073 -0.087 -0.100
H 2.869995 -0.284238 0.556182 -0.033 0.080 -0.186
H 1.459258 -0.131379 -0.661279 -0.046 -0.403 0.070
H 1.720408 1.250649 2.058368 -0.017 -0.366 0.274
H -0.389527 1.580636 1.860155 -0.106 0.164 -0.112

=====

(12)
13
Properties=species:S:1:pos:R:3:forces:R:3 method="wB97M-V/def2-TZVPD" lumo_energy_ev="-8.6 / -8.6" total_charge=+1 homo_energy_ha="-0.620 / -0.620" smiles="CC[N+](C)=O" gap_ev="8.31 / 8.31"
C 1.031594 1.513871 -0.094993 -0.638 1.403 0.910
C 0.682163 0.016016 -0.086980 5.450 -0.442 -0.129
N -0.586886 -0.341077 -0.272517 -6.942 5.482 -7.352
C -1.274033 -1.386573 0.321833 -0.952 -2.991 -0.402
O -1.386602 0.577681 -1.294792 4.433 -5.281 5.946
H 1.076127 2.053960 -1.113318 -0.083 -1.130 1.792
H 0.178447 1.912643 0.548884 1.137 0.218 -1.017
H 1.971041 1.626880 0.541251 -1.086 -0.070 -1.264
H 1.247304 -0.492267 0.785052 -1.538 0.363 -1.112
H 1.270059 -0.417776 -1.015672 -1.003 0.374 1.126
H -0.502271 -2.197400 0.406587 -0.759 0.245 -0.044
H -2.311813 -1.800871 -0.052015 2.304 1.478 0.085
H -1.395136 -1.065084 1.326684 -0.321 0.351 1.460

=====

(13)
13
Properties=species:S:1:pos:R:3:forces:R:3 method="wB97M-V/def2-TZVPD" lumo_energy_ev=-8.2 total_charge=+1 homo_energy_ha=-0.611 gap_ev=8.47
C -3.876501 0.505227 0.344613 -2.596 0.657 -0.327
C -0.508706 0.084885 -0.737806 -0.272 1.639 -0.569
C -1.402657 -1.853116 0.215839 0.146 0.951 1.819
N -1.632561 -0.644729 -0.463240 0.012 -1.972 -0.703
O -4.963274 0.710581 0.065080 2.391 -0.473 0.568
H 4.107805 4.068889 2.194969 1.554 -2.102 -0.347
H 3.706033 4.613009 2.284833 -1.555 2.101 0.346
H -0.516059 0.376307 -1.859730 -0.031 0.082 1.862
H -0.804128 0.990439 -0.099103 -0.105 0.008 -0.893
H 0.438156 -0.165361 -0.266713 0.264 -0.728 -0.303
H -2.281809 -2.401282 0.707216 1.243 1.173 -0.695
H -1.164340 -2.410194 -0.702977 0.177 -0.394 -0.610
H -0.406443 -1.735971 0.756600 -1.228 -0.943 -0.151

=====

(14)
13
Properties=species:S:1:pos:R:3:forces:R:3 method="wB97M-V/def2-TZVPD" lumo_energy_ev=-4.4 total_charge=+1 homo_energy_ha=-0.470 gap_ev=8.41
C 2.009489 -0.585238 -0.493017 -2.090 1.821 0.654
C -1.334793 -0.629846 0.879896 2.291 1.589 -0.344
C -1.010105 -0.068497 -0.455793 0.059 -2.202 -0.453
N -1.084382 1.154266 -0.696033 1.306 3.657 0.583
O 2.882314 0.134468 0.105750 1.691 -0.436 0.680
H 2.478330 -1.515644 -0.700299 1.013 -0.992 -0.475
H -2.109365 -1.316637 0.809374 -1.774 -1.067 -0.020
H -1.537134 0.272930 1.479759 -0.241 -0.851 0.402
H -0.469113 -1.198199 1.277447 -0.344 0.492 -0.252
H -0.786115 -0.493301 -1.386067 0.316 -2.373 -0.628
H 2.687130 0.985770 0.544422 -0.748 -0.328 -0.805
H -1.092749 1.671410 0.173492 -0.452 1.259 -0.366
H -0.633509 1.588520 -1.538928 -1.028 -0.569 1.023

=====

(15)
13
Properties=species:S:1:pos:R:3:forces:R:3 method="wB97M-V/def2-TZVPD" lumo_energy_ev=-5.7 total_charge=+1 homo_energy_ha=-0.534 gap_ev=8.81
C 1.079298 -0.481839 0.014163 -2.695 -0.829 -0.255
C 2.242882 0.214070 0.274404 3.445 2.436 0.593
C -2.277607 0.296679 0.294986 -0.832 1.409 1.106
N -1.143616 -0.479297 -0.164132 -3.810 -1.853 -0.831
O -0.029092 0.137044 -0.016900 4.251 2.016 0.802
H 0.961653 -1.542988 -0.124713 0.476 -0.540 -0.009
H 3.202148 -0.154517 -0.075930 -0.299 -0.685 -0.538
H 2.229973 1.268507 0.022560 -0.534 0.246 -0.605
H 2.491823 0.361746 1.324141 -0.535 -0.617 0.759
H -2.231334 1.246321 -0.323193 -0.945 -1.316 0.374
H -3.211615 -0.388229 0.224709 1.599 1.608 -0.195
H -2.179825 0.723481 1.376823 -0.041 -1.273 -1.541
H -1.091523 -1.442948 0.096815 -0.080 -0.602 0.340

=====

(16)
13
Properties=species:S:1:pos:R:3:forces:R:3 method="wB97M-V/def2-TZVPD" spin_multiplicity=2 lumo_energy_ev="-10.1 / -14.1" total_charge=+2 homo_energy_ha="-0.840 / -0.855" s2=0.76 gap_ev="12.75 / 9.11"
C -1.223203 -0.245139 -2.683544 0.330 -1.198 0.434
N -0.888840 0.641417 -1.829491 -0.760 0.553 -1.514
H -2.252974 -0.475391 -2.917513 -0.288 0.604 -0.224
H -0.481848 -0.941388 -3.073642 0.095 0.234 0.040
H 0.080585 0.792557 -1.589037 -0.077 0.140 -0.386
H -1.563186 1.381057 -1.610140 0.148 -0.268 0.448
O 0.382568 0.622614 0.381984 0.753 0.241 1.236
C 1.078442 0.397660 1.318099 0.309 -0.774 0.141
C 0.745310 -0.544245 2.476197 -1.204 0.255 0.791
H 2.173444 0.685705 1.351982 -0.233 0.425 -0.256
H 1.286546 -0.299542 3.383666 0.625 0.043 -0.224
H 0.981960 -1.521488 2.056788 0.291 -0.279 -0.013
H -0.318807 -0.493823 2.734648 0.011 0.024 -0.474

=====

(17)
14
Properties=species:S:1:pos:R:3:forces:R:3 method="wB97M-V/def2-TZVPD" spin_multiplicity=2 lumo_energy_ev="0.8 / -1.9" homo_energy_ha="-0.358 / -0.357" s2=0.75 gap_ev="10.52 / 7.80"
N 1.124532 0.161404 -0.988841 0.021 0.180 1.898
C -0.083079 0.335823 -0.155362 -1.270 -1.297 -2.093
C -0.765852 -1.015683 0.127480 0.700 -0.965 1.509
O -1.028838 -2.023879 -0.867457 0.220 1.881 -0.674
C 0.333967 0.973082 1.172786 1.003 0.017 -1.704
O -0.587428 1.435218 2.014998 0.142 -0.076 0.061
H 1.632033 1.022138 -0.833218 0.486 -0.100 -0.934
H 0.982324 -0.065064 -1.957416 -0.165 0.239 -0.077
H -0.802740 0.948427 -0.719370 -0.077 0.393 0.496
H -1.691482 -0.833844 0.696928 0.281 0.046 -0.063
H -0.027291 -1.524240 0.766028 -0.416 0.026 0.247
H -1.245859 -1.514798 -1.663752 -0.177 -0.564 -0.032
H 1.035342 1.778353 0.822564 -0.483 0.429 0.640
H 1.124371 0.323061 1.584632 -0.266 -0.208 0.726

=====

These records have energy relative to the best compared isomer or geometry (same formula, charge and spin) values of 472.5, 494.1, 257.6, 78.1, 165.2, 430.4, 532.2, 220.1, 53.4, 180.8, 107.3, 647.3, 533.2, 340.6, 355.0, 46.0, 96.1 kJ/mol, in the order they appear.